1.
The following is a DFT calculation (ωB97M-V with the def2-TZVPD basis set) of a molecular structure, C61H150CuN9O19 at a distorted geometry.

Summary:
Kohn-Sham gap (spin up / spin down) = 1.456 / 5.555 eV
E_LUMO (spin up / spin down) = 1.778 / 1.742 eV
Expectation value of S² = 0.7504
E_tot = -5976.20107 Eh

```
! wB97M-V def2-TZVPD RIJCOSX def2/J DEFGRID3
* xyz -1 2
H -3.19018 21.09266 2.81425
C -5.93677 8.58687 14.95988
H -10.94993 10.19833 5.07372
H -14.81464 14.69138 2.92343
C -3.14416 23.19127 2.08408
N -10.31638 19.01337 8.40954
C -11.74470 9.31873 2.82216
H -7.04647 21.95444 8.55805
H -7.74333 9.62657 14.24689
C -4.41632 22.03233 8.51533
H -9.10378 15.14156 8.86180
C -11.33568 14.00063 5.41425
H -10.80092 17.09353 13.55746
H -5.99964 8.76762 16.03295
H -10.45973 12.07995 9.02155
H 3.59249 14.29899 12.12042
H -12.60457 15.48073 5.94625
H -3.45161 17.75273 8.10109
H -4.85350 21.15994 10.36048
H -7.49505 21.99278 5.54929
H -2.69420 20.73915 5.28431
C -9.30483 8.86783 11.71137
H -12.54947 15.51266 10.70516
H -9.90748 21.32613 5.79778
O -7.54853 18.84776 10.80827
O -12.94455 17.24756 8.68681
H -0.84589 21.54332 3.10856
C -7.52213 6.69523 15.42994
H -2.99214 18.61473 11.49964
C -1.82864 20.57346 4.64286
H -1.87119 15.07483 13.29255
H -6.59653 13.71126 6.63964
H -8.67637 21.36835 9.98673
C -1.49699 15.53747 12.37930
N 0.24228 8.94245 8.15423
C 4.03132 15.14552 10.25747
C -3.76954 15.26380 6.83550
H -7.28547 13.11319 8.64291
C -6.73181 17.70227 3.42534
C -7.41143 20.10650 11.40909
H -7.50349 16.92409 11.32999
H -2.13201 17.94851 13.85838
H -5.12467 12.75260 8.58979
H -9.79526 6.41120 17.68421
C 0.25541 10.23585 8.79431
O -2.96427 20.59471 11.91046
H 1.57828 11.35261 7.46289
H -9.25370 11.82527 10.10323
H -1.05386 18.98672 12.95384
H -2.37522 26.98882 2.98532
H -3.28845 24.78154 3.50968
H -11.96221 17.54659 12.36157
H -13.99036 16.16270 7.45298
H -8.18549 20.29832 12.15216
O -11.02375 10.53972 3.01158
N -11.15833 12.54458 11.03697
C 3.14499 15.05224 11.47201
H -0.89593 20.36701 5.16777
H -1.23213 4.57137 7.34462
H 5.06599 15.40359 10.48322
Cu -7.53663 18.98106 8.65713
H 3.68338 15.89128 9.54271
H -2.00740 16.49391 12.26613
O -0.09468 15.70747 12.39020
H -12.67962 9.23230 3.37583
H -7.30668 14.17403 10.09230
C -7.66712 21.29656 10.39215
H 0.19919 5.66611 8.99320
C -7.03681 15.16608 8.04473
C -12.78543 14.47545 5.56571
O -11.28478 15.48107 12.33786
H -14.74086 16.78301 8.83228
C -1.72398 21.76886 3.71369
C -1.48211 5.54102 6.91403
H -11.10108 8.46373 3.02912
C -3.77211 16.94842 8.76325
H -3.53018 14.40239 9.56780
C -2.67262 24.50410 2.65418
H -3.42677 21.18478 12.51006
H -1.65099 14.84567 11.55117
H -8.55923 17.89291 2.14946
H -11.96485 9.33225 1.75471
C -12.13915 14.80236 11.42295
H -8.67342 16.53280 7.69323
H -7.46009 20.34331 5.07561
H -6.04551 6.82265 13.90631
H -3.43479 16.00514 6.10992
O 4.04388 13.85710 9.67139
H -2.06790 27.56052 1.40638
H -7.11701 17.22478 1.27929
O -6.05666 10.73763 13.60247
H -5.97572 12.44638 12.42808
C 1.88676 17.07668 11.45691
O -7.63569 17.76677 4.51830
N -2.99248 22.04222 3.09592
C -14.17012 17.10919 7.96281
C -11.66050 16.71802 13.00230
H -10.22418 18.19655 7.82270
H -7.22818 15.18318 5.82154
H 3.68651 14.40242 7.66564
C 0.58990 11.50058 7.89797
H -10.97522 19.30627 10.37936
H -13.05647 18.49987 10.29819
H -4.88400 15.44609 10.12938
H -4.96857 23.91157 5.86339
H -0.42587 8.90103 7.39794
O -6.21196 17.35136 7.19088
H -13.33629 13.87884 6.29284
C 4.27226 13.74723 8.31041
H 2.33924 17.40310 10.52052
O -0.38228 11.66588 6.85120
N -5.95587 16.19831 8.00376
H -4.38978 14.56844 6.26993
O -2.10016 19.55555 3.71065
C -3.08304 19.29234 12.34858
H -1.36532 22.63859 4.26416
H -6.34499 20.79729 6.38926
H -4.06860 19.19345 12.80354
H -10.72081 14.53083 4.68698
H -8.25892 16.52550 9.44050
H -6.32028 10.86681 11.59077
H -10.24944 14.36306 10.61672
H -0.62726 10.64537 9.28552
O -13.36449 14.45605 4.30194
C 0.17582 7.90287 9.20811
H -12.09338 12.38890 4.28989
N -11.36485 12.59480 4.95843
H -10.53909 12.38439 11.81863
C -6.43798 11.46163 12.49654
H -4.85953 8.68127 14.82301
H 0.65597 6.42773 7.69033
H -15.20531 13.80129 4.42484
H -6.43088 20.21461 11.87270
H 2.33400 14.44438 11.07090
H -7.96402 16.33805 2.63579
H -10.86332 17.58101 9.86801
H -7.73946 18.00213 12.69141
H -9.56605 9.84513 4.12534
H -7.13826 17.40977 5.25770
H -1.98066 17.84824 4.98075
H -4.28381 17.46085 9.57792
H -0.26542 17.49419 11.23300
H -6.65501 8.86773 13.07176
C -7.32752 14.51880 6.67994
C -4.55174 15.80423 8.14391
H -2.86919 14.68974 7.05444
H 1.15852 7.79834 9.66795
H -7.50099 11.69074 12.57156
C -0.08085 6.58496 8.47804
C -7.64943 5.24905 15.85109
N -6.71171 21.31620 9.26564
C -1.65604 12.06708 7.39984
H -4.05263 21.10053 8.08224
C -7.31954 20.99087 5.94106
H -4.27296 22.30188 5.70873
C -9.57843 20.55325 6.49239
H -5.34798 13.01516 10.24230
H -12.92880 14.29761 11.97954
H -2.54987 22.98426 1.19410
H -2.43184 11.89839 6.65299
C -2.03213 18.94706 13.43290
H -15.22862 15.50390 4.48721
H -8.33010 7.03777 14.78344
C -5.44513 13.52812 9.28547
C -14.70617 14.67600 4.00791
H 2.12094 15.78531 12.94954
C -10.07125 11.98727 4.69219
H -2.15174 19.58353 14.30965
H -10.29537 4.77062 17.48090
C -2.63555 18.37557 4.28710
H -9.20697 8.66860 12.77853
C -11.11466 18.59700 9.56353
H -3.52736 22.56069 8.85983
H 0.63952 12.39261 8.52241
H -11.68545 14.18118 9.62908
H -4.16677 23.32998 1.73317
H -7.61577 22.25224 10.91382
H -6.24647 18.66746 3.28060
H -2.82682 16.66059 9.22335
H -1.95915 11.44151 8.23941
H -0.94694 26.42916 2.17958
H -11.66328 10.10047 10.10187
C -8.40202 15.91476 8.54908
C -12.71214 18.50893 9.26405
C -10.58179 10.22234 10.16211
H -2.55877 5.48597 6.75321
H -8.35867 14.16564 6.68992
C -6.69950 9.49568 13.96159
C -6.86548 14.00388 9.11022
H -9.65879 7.98170 11.18452
C -10.60933 20.29022 7.71637
H 4.11723 12.76637 7.86097
O -10.30997 9.80041 11.50674
H -9.98291 9.66109 9.44487
H 5.31203 13.98222 8.08288
H 0.96028 10.25548 9.62550
O -8.29589 4.92208 17.07269
N 2.73288 16.17271 12.24558
H 0.22960 16.04854 10.35662
H -3.35635 23.63004 6.60908
C -11.24281 13.91524 10.58901
C -10.35809 10.58454 4.24386
H -9.54224 19.64541 5.89021
C 0.33220 16.58508 11.29986
H -9.81438 5.83493 16.06186
C -4.31596 23.18457 6.34679
C -10.33774 11.72705 10.04560
O -2.63486 25.48397 1.60708
H 2.00082 17.99544 12.03221
H -3.52968 18.63066 4.85593
H -10.77522 13.99949 6.34912
C -7.15744 17.85370 11.78184
H -8.04713 4.58094 15.08717
C -7.64896 17.29846 2.22782
C -1.99969 26.65978 2.01640
H -3.01135 17.67453 3.54184
O -5.12117 22.87021 7.53964
H -0.51822 8.05886 10.03399
H -12.53084 16.63876 13.65371
H -5.53214 22.78595 10.25867
H -7.68718 7.42038 16.22681
H -6.68140 4.74995 15.89471
H -10.51125 21.04825 8.49346
H -6.02284 16.90197 3.63743
H -13.17655 19.32530 8.71091
C -5.34588 21.87070 9.69679
H -14.54133 17.93712 7.35879
O -8.22717 20.69142 6.97704
O -1.35567 6.61856 7.89438
H -1.76131 13.07358 7.80477
H -9.42323 12.04210 5.56693
C -9.60969 5.51977 17.08503
N -6.25191 7.14013 14.84263
H -6.07229 17.78065 11.85411
H -1.67567 24.44757 3.09121
H -11.60270 20.20012 7.27682
C -4.53031 14.77508 9.34659
H -0.85007 5.76191 6.05389
H -9.60844 12.50839 3.85414
H -8.32018 9.21668 11.40011
*
```


2.
The following is a DFT calculation (ωB97M-V with the def2-TZVPD basis set) of 6 unconnected molecules or ions with the total composition C31H63F4N4O5 at a distorted geometry.

Summary:
Kohn-Sham gap = 7.015 eV
E_LUMO = -4.338 eV
E_tot = -2212.98895 Eh

```
! wB97M-V def2-TZVPD RIJCOSX def2/J DEFGRID3
* xyz 1 1
H 3.24654 0.85553 2.33111
H 1.52847 -0.10051 -1.26021
O 3.55236 -1.14742 2.60357
H -3.58552 0.40528 -1.47562
C -4.18706 1.19680 -2.05445
C -1.23484 2.84264 -4.76800
C 1.83752 -4.90921 -1.08064
H 3.90572 -4.37615 6.91673
C 3.86694 0.19750 2.94460
H 3.52541 -5.97653 -1.90931
H 6.25342 3.21907 0.05446
H -6.35356 -2.90927 1.74123
H 5.57290 5.03897 -1.53864
H 4.09921 -1.72444 3.15696
H 6.39190 3.72315 -2.40792
F -2.86431 2.81437 -6.73006
O 5.55786 -3.05103 5.27557
H 5.96110 -0.20077 3.29195
H 3.09214 -4.49193 -2.78556
H -2.06298 -2.54643 -2.18467
N 0.26958 2.87572 -1.94771
C -5.60466 -3.62144 2.09750
C -0.78597 -1.39523 -0.75020
H -1.03530 1.65272 -6.75109
H 5.83451 -5.07962 5.46001
N -1.34660 1.90736 -3.60166
H 4.93007 -4.54683 4.03069
H -2.38726 1.11168 -5.63843
H 1.02440 -2.39263 0.08442
H -3.12241 2.09370 3.30908
F 1.03745 4.73353 -0.64073
C -1.85170 2.05039 -6.04962
C 5.07501 -4.37881 5.10014
H -4.18799 1.15552 0.81203
N -4.20159 3.60242 -2.94478
C 5.33675 0.47092 2.69582
H 0.77522 0.08602 1.00288
H -0.78869 1.63203 1.72605
H -1.07541 3.71944 0.11875
C -5.58099 0.76690 -2.60888
C 1.77412 1.01100 -1.21774
O -3.81321 -2.11050 1.52718
C -2.11224 3.66847 -0.34433
H -2.39700 1.14067 0.34330
H -1.74000 3.85380 -4.60191
C -3.21198 3.18713 0.75644
C 0.44100 -0.83887 1.58605
H -2.21132 -3.15291 -0.37671
C 5.38538 3.09976 -0.60096
C 3.76958 -4.56479 5.84789
F 1.80646 4.46937 -2.76770
H -3.54023 -4.14032 1.71104
H -1.61346 -1.16861 2.39761
H -0.14068 -1.28614 -1.69146
F -0.36761 5.13950 -2.41523
H -2.40543 4.76544 -0.57693
N -2.20826 2.93217 -1.63506
H -0.30903 -0.70292 3.68361
C 0.04303 -1.97795 0.51271
H 5.58762 0.29272 1.64671
C -2.80335 1.25365 2.60448
C 5.50513 3.98674 -1.82433
H 3.61138 0.36283 3.99616
C 0.67807 4.27501 -1.93575
H 6.09218 1.51448 -1.48485
H 3.01892 -3.85406 5.49180
H 4.64064 3.85419 -2.48056
H -0.64615 1.14888 -3.62827
C -5.45104 3.24506 -3.50049
H -0.10429 2.93954 -5.00076
H -3.04455 -1.61007 -0.93770
C -2.11139 -2.25469 -1.06866
H 0.23729 -4.62827 -2.15389
H -4.44295 -3.60493 0.28133
H -5.46895 -3.43350 3.16654
C 2.69256 -5.35674 -2.24943
O 0.76182 -4.09715 -1.53984
H 2.85637 1.35740 -1.47679
C -3.15542 1.61049 1.05511
C -1.17749 1.05924 2.63545
H 5.59028 1.50338 2.94885
H -3.67969 -1.97326 2.47478
H -7.28478 1.81343 -3.90782
H -0.75625 1.61466 3.55943
H -4.26087 3.48096 0.36536
H 5.69219 -2.91259 6.22246
C -4.29856 -3.43765 1.35082
H 1.36957 -1.20359 2.18032
C -0.72711 -0.48112 2.63483
C -3.54972 2.58213 -2.21152
C 0.79548 2.04049 -0.85345
H 2.09788 -5.92991 -2.96675
H -5.99066 -4.63482 1.96547
C -6.26029 1.93816 -3.41490
C -1.11725 2.62278 -2.31568
H 1.42462 -5.77049 -0.54622
H -5.95359 4.07426 -4.12617
H 3.38536 -5.57906 5.71653
H -1.12233 -0.34206 -0.45553
H 2.42977 -4.31903 -0.37768
H -3.08493 3.78903 1.73171
H -0.53443 -2.82061 1.05244
H 0.52035 2.18936 0.24025
H -3.25693 0.23835 2.85853
H 4.48698 3.35181 -0.03262
O 5.29077 1.73306 -0.99081
H -6.04905 -0.25622 -2.46207
*
```


3.
The following is a DFT calculation (ωB97M-V with the def2-TZVPD basis set) of a molecular structure, C29H28FN4ScSi.

Summary:
Kohn-Sham gap = 6.615 eV
E_LUMO = -1.060 eV
E_tot = -2491.03441 Eh

```
! wB97M-V def2-TZVPD RIJCOSX def2/J DEFGRID3
* xyz 0 1
H -1.38478 0.30951 -2.70623
H 2.51951 1.65242 -0.72833
H -0.00500 4.59026 4.90542
H 4.83497 -3.09978 0.71624
C 4.92921 -2.48347 -1.33669
Sc 0.18636 -0.04318 -0.17250
C 3.75840 -0.44971 -1.86370
C 1.37572 4.83402 3.27765
C 1.09523 3.30762 1.44499
H -1.20819 2.70841 3.84916
C 3.74214 -1.28743 0.37250
C 0.93519 -2.80063 -0.73737
C 1.91084 -4.93574 0.88398
C 1.62794 -1.80462 -4.25937
H -0.82371 -3.82765 -3.58390
H -5.61654 -0.95011 1.60831
C -0.37465 3.17883 3.34833
H -1.36741 -2.62216 -4.75122
C 0.03011 2.71637 2.10166
C 0.30421 4.23329 3.93175
C 1.76649 4.37295 2.03146
H 1.90259 5.65681 3.74284
H -2.07581 -2.67029 -3.13151
C -4.63035 -0.76620 1.20294
C -3.81970 0.21777 1.74529
C 5.71472 -3.61756 -1.75381
C 1.41658 -3.99724 -1.29273
C -2.88583 -1.27968 -0.38959
Si 0.16327 -1.59676 -3.13141
C 0.98119 -2.78989 0.65086
N -0.64725 1.62680 1.43238
F 0.55077 -1.57755 1.26152
C -1.14823 -2.78972 -3.69297
C 4.53229 -2.35473 -0.00828
C 3.30888 -0.32058 -0.54486
H 2.27291 -5.92537 -0.98286
H -4.77671 -2.29504 -0.29345
C 1.43560 -3.77415 1.48016
N 0.46671 -1.69755 -1.43184
H 0.30087 0.87746 -2.91121
C -2.04635 -0.28987 0.11335
N 6.33420 -4.52972 -2.08188
C -2.55742 0.42368 1.19751
C 2.37411 0.74598 -0.13252
C 4.54797 -1.51121 -2.26020
H 3.44080 -1.19761 1.41054
C -4.15553 -1.51673 0.13428
H -4.14096 0.82509 2.58276
H 3.46397 0.29677 -2.59326
N -1.80628 1.44526 1.83996
H 1.26695 -1.85222 -5.29108
H -2.54584 -1.89670 -1.21372
H 2.19726 -2.71532 -4.06173
H 2.55159 1.01034 0.91610
C -0.45818 0.16716 -3.27346
C 1.89638 -5.03136 -0.50304
H 1.38710 2.95027 0.46959
H 2.59460 4.83550 1.51070
H 4.86993 -1.59951 -3.29027
H -0.66399 0.45515 -4.30667
H 1.43136 -4.09756 -2.37112
H 2.31839 -0.96471 -4.17628
H 1.42643 -3.62863 2.55208
H 2.28629 -5.74479 1.49430
*
```


4.
The following is a DFT calculation (ωB97M-V with the def2-TZVPD basis set) of a molecular structure, C5H9NO3 at a distorted geometry.

Summary:
Kohn-Sham gap = 8.590 eV
E_LUMO = 0.323 eV
Energy relative to the best compared isomer or geometry (same formula, charge and spin) = 547.2 kJ/mol
E_tot = -476.23574 Eh

```
! wB97M-V def2-TZVPD RIJCOSX def2/J DEFGRID3
* xyz 0 1
C 0.75858 -0.85298 -0.57107
H 2.05603 -2.43299 -0.00103
O -1.49578 -1.67824 -1.11478
H 1.68193 2.52912 -0.10518
N 1.43178 1.74437 -0.70283
C -1.06361 0.72160 -0.30373
C -0.66126 -0.87535 -0.82044
H 0.71908 2.08414 -1.35835
H -2.08746 1.62029 1.32076
H 1.84638 -1.22498 1.25909
C 1.32845 -1.76415 0.46847
H -1.30156 0.07927 1.73070
C -1.86312 0.61405 0.96574
H -2.78442 0.06890 0.76391
H 0.56976 -2.38841 0.93630
O 0.75491 0.83202 0.15816
H 1.38751 -0.57981 -1.41585
O -1.27720 1.50315 -1.20986
*
```


5.
The following is a DFT calculation (ωB97M-V with the def2-TZVPD basis set) of 2 unconnected molecules or ions with the total composition C5H14 at a distorted geometry.

Summary:
SMILES = CCC.CC
Kohn-Sham gap = 11.755 eV
E_LUMO = 1.123 eV
Energy relative to the best compared isomer or geometry (same formula, charge and spin) = 206.4 kJ/mol
E_tot = -198.81054 Eh

```
! wB97M-V def2-TZVPD RIJCOSX def2/J DEFGRID3
* xyz 0 1
H -0.76197 -1.28107 -0.92666
H 1.00394 -0.47721 2.31803
C -2.16222 0.34060 -0.84959
C 2.88966 -1.00754 1.03694
H -1.59715 2.54077 -1.26734
H -0.23455 1.26077 -1.54886
H -2.78045 -0.09046 -1.65942
H -2.07703 -1.37213 0.19632
C 1.70620 -0.14277 1.50795
H 1.04440 -0.00624 0.66407
H -2.87674 0.75598 -0.15822
C -1.31815 -0.68438 -0.18671
H -1.75060 1.50008 -2.49064
H -0.69935 0.07285 0.39656
H 3.52586 -0.60090 0.15267
H 2.21147 0.72478 1.99505
C -1.30681 1.44216 -1.57786
H 3.58305 -0.73355 1.84962
H 2.55704 -1.98202 0.89441
*
```